Entry 1:
Entry from the OMol25 dataset: C19H25N4O7PTi as an isolated structure in a non-equilibrium geometry (ωB97M-V/def2-TZVPD).

E (hartree): -2675.15236
Lowest unoccupied orbital energy (alpha / beta) (eV): -1.047 / -1.141
Max |F| (eV Å⁻¹): 2.9
Energy relative to the best compared isomer or geometry (same formula, charge and spin) (eV): 0.547
Net charge: 0
Molar mass (g mol⁻¹): 500.27
Orbital gap (alpha / beta) (eV): 5.94 / 7.94
Multiplicity: 3

CARTESIAN COORDINATES (ANGSTROEM)
1 C 1.21 -2.48 0.15
2 O -5.69 3.79 2.73
3 N -3.93 -0.54 0.97
4 C 4.62 0.72 0.57
5 O 0.69 1.09 2.20
6 H 2.78 -0.03 2.04
7 H -2.23 1.77 -2.87
8 C -0.38 -2.17 -1.62
9 O 0.45 2.89 3.42
10 C -0.34 -3.54 -1.90
11 C 2.60 -0.45 1.03
12 C -1.25 1.53 -3.31
13 H -0.70 2.46 -3.46
14 C 3.85 -0.94 -1.00
15 C -3.64 2.75 2.70
16 C -1.19 -1.18 -2.40
17 H -1.28 -1.43 -3.47
18 C -3.41 0.51 1.80
19 C 0.49 -4.39 -1.18
20 N -0.07 1.94 2.85
21 C -2.01 0.59 2.07
22 H 5.61 0.57 0.14
23 H 0.55 -5.45 -1.43
24 H 4.15 1.61 0.10
25 H -2.21 -1.05 -1.99
26 H 1.41 -1.88 2.20
27 C -4.19 1.62 2.09
28 C -1.47 1.74 2.78
29 H 0.19 2.22 0.04
30 N -4.48 3.88 2.99
31 H 2.12 0.35 0.36
32 C -2.30 2.84 3.04
33 O -1.25 -0.05 1.22
34 H -0.52 1.91 -0.23
35 H -5.24 1.61 1.83
36 H 3.29 -0.28 -1.70
37 P -0.28 0.42 -2.25
38 O -5.15 -0.51 0.69
39 N 3.89 -0.52 0.39
40 H -0.96 -3.93 -2.70
41 H 1.64 -0.85 -3.06
42 H -1.43 1.10 -4.30
43 H 1.72 0.88 -3.49
44 H 0.64 -0.22 -4.39
45 H 2.89 -2.53 1.48
46 Ti 0.31 0.38 0.41
47 H 1.86 -4.51 0.47
48 O -3.20 -1.48 0.59
49 C 1.24 -3.86 -0.14
50 C 1.06 0.01 -3.41
51 H -1.88 3.75 3.45
52 C 0.38 -1.65 -0.57
53 H 4.69 0.92 1.65
54 C 2.02 -1.89 1.27
55 O -3.99 4.89 3.53
56 H 4.90 -0.98 -1.32
57 H 3.41 -1.94 -1.08

---

Entry 2:
Entry from the OMol25 dataset: C19H25N5 as an isolated structure in a non-equilibrium geometry (ωB97M-V/def2-TZVPD).

E (hartree): -1012.14362
Lowest unoccupied orbital energy (eV): 0.436
Max |F| (eV Å⁻¹): 19.7
Energy relative to the best compared isomer or geometry (same formula, charge and spin) (eV): 17.142
Net charge: 0
Molar mass (g mol⁻¹): 323.44
Orbital gap (eV): 8.72

CARTESIAN COORDINATES (ANGSTROEM)
1 H -1.59 -2.62 0.31
2 N -2.96 2.44 0.85
3 N -0.97 -0.60 0.69
4 H 2.65 2.50 0.50
5 C 0.22 -2.84 1.18
6 C 2.24 1.58 0.22
7 H -3.00 3.46 -4.22
8 H -2.06 1.97 -4.65
9 C -0.64 -1.23 -1.73
10 C -2.37 1.81 -0.09
11 H -1.45 3.61 -0.90
12 H 3.46 -4.78 1.91
13 C 2.64 -4.11 1.83
14 H -0.66 -1.38 -3.94
15 C -1.15 -2.02 1.07
16 H 1.14 -5.53 3.09
17 C -1.44 0.94 -1.20
18 H 1.86 -0.31 3.03
19 H -1.77 4.55 -2.32
20 C 0.26 1.30 1.74
21 H -1.62 0.79 2.26
22 H 1.68 1.91 -0.64
23 C -1.43 1.45 -2.38
24 H 0.38 2.09 2.37
25 C -1.87 3.80 -1.88
26 H 0.08 1.93 0.65
27 H 3.43 -2.92 0.50
28 C -0.72 -0.50 -2.91
29 H 3.31 -0.08 1.91
30 C -1.14 -0.43 -0.70
31 H -1.89 -2.32 2.07
32 H -0.41 -2.14 -1.36
33 C 1.53 -2.35 0.67
34 H 3.20 1.17 -0.04
35 H -1.23 3.65 -4.66
36 N -1.28 0.52 -3.35
37 C 2.53 -3.07 0.90
38 H -0.58 -4.20 2.45
39 H -0.30 -0.50 2.60
40 H 1.27 -1.39 0.19
41 C 2.33 0.42 2.11
42 C 1.42 -4.59 2.39
43 H -3.07 3.87 -1.54
44 C -2.02 3.11 -4.03
45 C -0.64 0.19 1.77
46 C 0.11 -4.02 1.96
47 N -1.91 2.64 -2.62
48 H 2.87 1.40 2.89
49 N 1.53 0.84 1.05

---

Entry 3:
Entry from the OMol25 dataset: C19H25N6OPdSe as an isolated structure (ωB97M-V/def2-TZVPD).

E (hartree): -3670.99390
Lowest unoccupied orbital energy (alpha / beta) (eV): -9.642 / -12.665
Max |F| (eV Å⁻¹): 0.6
Energy relative to the best compared isomer or geometry (same formula, charge and spin) (eV): 0.512
Net charge: +3
Molar mass (g mol⁻¹): 538.83
Orbital gap (alpha / beta) (eV): 7.72 / 5.07
Multiplicity: 5

CARTESIAN COORDINATES (ANGSTROEM)
1 C -4.08 -2.06 2.66
2 C 1.19 3.23 0.46
3 H -0.10 -3.10 2.50
4 H -2.80 -0.86 3.95
5 C 1.61 -2.34 1.42
6 C -3.57 -3.43 3.10
7 Se 3.06 5.15 -5.59
8 H -3.19 -2.41 0.71
9 H 0.90 2.92 1.46
10 C 1.74 0.72 -5.01
11 C 0.81 -3.48 2.03
12 C 1.45 1.53 -2.76
13 C -5.54 -2.13 2.21
14 N 2.70 5.34 -3.85
15 H -3.19 -0.23 0.09
16 C -3.86 -1.00 3.73
17 H -3.62 -4.16 2.29
18 H -4.34 -1.34 4.64
19 C 1.91 3.91 -2.06
20 H 3.50 -3.34 1.41
21 H 3.40 -2.05 0.20
22 H 1.26 -1.37 -5.24
23 H -4.20 -3.80 3.91
24 C 2.29 4.18 -3.43
25 H -5.90 -1.16 1.86
26 N 2.61 3.44 -5.66
27 C 2.24 3.09 -4.46
28 C 1.96 4.89 -1.06
29 H -4.33 -0.05 3.48
30 H 1.92 -1.62 2.18
31 N 1.13 2.29 -0.49
32 N 1.05 0.33 -2.34
33 H 2.57 -3.60 -0.08
34 H 0.68 -1.63 -2.84
35 H -2.55 -3.38 3.47
36 Pd 0.76 0.22 -0.11
37 H -6.15 -2.42 3.08
38 H 0.55 -4.22 1.28
39 C 0.99 -0.67 -3.23
40 H -5.70 -2.88 1.44
41 H 2.02 0.89 -6.04
42 H 1.41 -3.96 2.81
43 H 1.62 5.25 1.03
44 H 2.28 5.89 -1.31
45 C 1.81 1.77 -4.09
46 N -3.01 -0.47 1.06
47 C 1.59 4.54 0.22
48 H -3.25 0.23 1.76
49 O 0.84 -1.71 0.43
50 N -3.30 -1.71 1.43
51 C 1.49 2.61 -1.74
52 C 2.85 -2.86 0.67
53 C 1.33 -0.52 -4.57

---

Entry 4:
Entry from the OMol25 dataset: C19H25N6SSb2Zn as an isolated structure in a non-equilibrium geometry (ωB97M-V/def2-TZVPD).

E (hartree): -3725.23857
Lowest unoccupied orbital energy (eV): -4.640
Max |F| (eV Å⁻¹): 3.2
Energy relative to the best compared isomer or geometry (same formula, charge and spin) (eV): 0.728
Net charge: +1
Molar mass (g mol⁻¹): 678.43
Orbital gap (eV): 5.07

CARTESIAN COORDINATES (ANGSTROEM)
1 C -15.98 1.94 14.89
2 C -13.97 0.29 15.69
3 H -9.51 7.97 6.99
4 Zn -12.35 4.49 8.78
5 H -15.94 3.22 10.42
6 H -14.10 7.25 8.45
7 H -16.75 3.44 12.03
8 Sb -10.84 0.68 13.53
9 H -8.98 2.70 9.48
10 C -15.86 3.14 11.50
11 N -11.40 8.77 7.12
12 N -15.53 5.32 8.13
13 C -12.19 1.90 15.09
14 H -9.19 2.84 13.75
15 C -13.07 7.39 8.12
16 H -16.82 2.55 14.51
17 C -10.00 5.50 8.23
18 H -7.21 4.35 8.55
19 H -17.36 0.43 15.45
20 N -12.21 6.40 8.36
21 C -15.28 -0.08 16.01
22 H -8.39 0.00 14.20
23 C -9.18 3.69 9.01
24 C -9.32 -0.45 14.59
25 C -10.52 7.80 7.37
26 C -14.80 4.39 8.11
27 H -14.61 7.10 11.57
28 H -13.29 9.48 7.62
29 N -10.37 4.35 8.86
30 C -14.39 3.78 14.27
31 H -15.43 -0.93 16.71
32 H -9.37 -1.47 14.23
33 Sb -14.15 4.39 12.00
34 C -12.65 8.58 7.64
35 C -10.90 6.61 8.00
36 H -9.47 -0.29 15.66
37 H -9.87 2.80 12.09
38 H -12.00 2.95 14.86
39 H -8.56 1.72 12.53
40 H -11.66 1.65 16.06
41 C -14.65 2.41 14.72
42 C -9.47 2.22 12.91
43 H -15.54 2.09 11.64
44 C -13.62 1.51 15.11
45 S -13.92 2.99 8.17
46 N -8.72 5.62 7.94
47 N -8.25 4.44 8.50
48 H -16.04 6.32 12.52
49 C -16.30 0.73 15.46
50 H -15.77 6.15 10.71
51 H -15.31 4.42 14.43
52 H -13.15 -0.42 15.93
53 C -15.27 6.21 11.72
54 H -13.46 4.17 14.71

---

Entry 5:
Entry from the OMol25 dataset: one molecule with the formula C19H25NO4 in a non-equilibrium geometry (ωB97M-V/def2-TZVPD).

E (hartree): -1094.62523
Lowest unoccupied orbital energy (eV): 0.627
Max |F| (eV Å⁻¹): 2.5
Energy relative to the best compared isomer or geometry (same formula, charge and spin) (eV): 4.058
Net charge: 0
Molar mass (g mol⁻¹): 331.41
Orbital gap (eV): 8.23

CARTESIAN COORDINATES (ANGSTROEM)
1 H -5.04 -1.90 -3.23
2 O 0.96 5.26 1.29
3 C 1.93 4.31 1.77
4 C 0.70 1.14 0.59
5 H 0.12 3.57 -0.81
6 H -1.39 0.34 -2.76
7 O 1.53 -1.95 1.34
8 C -0.32 4.72 0.94
9 O 1.64 -2.35 -2.75
10 C 1.35 2.95 2.11
11 C -2.05 -0.43 -2.35
12 H 3.28 -1.29 4.12
13 H -4.55 -3.11 -1.10
14 C 0.41 -2.17 -0.75
15 H -1.27 3.01 0.13
16 H 3.40 -1.03 1.54
17 C -4.12 -1.65 -2.66
18 C 0.66 -2.64 -2.16
19 H 1.25 0.54 1.33
20 H -2.59 -2.51 0.29
21 H -0.75 5.53 0.35
22 H -0.38 1.21 -1.22
23 H -0.92 4.58 1.86
24 C -3.88 -2.30 -1.46
25 C -0.42 -0.90 -0.43
26 C -0.23 3.37 0.22
27 H -0.51 -4.46 -2.67
28 H 2.76 4.17 1.07
29 N 0.60 2.45 0.97
30 H 3.31 -2.70 2.14
31 H 2.38 4.80 2.66
32 H -1.47 -3.01 -2.42
33 H -3.40 -0.21 -4.06
34 C -0.51 -3.38 -2.79
35 H 2.13 -0.14 3.42
36 H 1.58 -1.83 3.91
37 C -3.22 -0.70 -3.08
38 C 2.79 -1.74 2.12
39 H -0.12 -3.01 -0.22
40 H -0.48 -3.22 -3.86
41 C -2.73 -2.03 -0.69
42 H 0.73 3.05 3.00
43 H -0.46 -1.19 0.64
44 C 2.40 -1.21 3.48
45 H 2.13 2.23 2.30
46 C -1.77 -1.07 -1.15
47 C 0.04 0.54 -0.45
48 O 2.74 -1.69 -0.51
49 C 1.72 -1.96 0.00